{
  "formula": "C9H10NO5PtS",
  "method": "ωB97M-V/def2-TZVPD",
  "elements": ["C", "H", "C", "Pt", "O", "C", "H", "C", "S", "H", "O", "C", "H", "O", "O", "C", "C", "H", "H", "C", "C", "H", "H", "N", "H", "O", "H"],
  "coordinates": [[-0.7827, 1.2269, 3.9060], [-3.2547, -0.1097, 4.5804], [2.0140, 1.3492, -2.9963], [-0.8258, 0.0692, -0.3428], [-0.7148, -2.0342, -0.8789], [1.0016, 1.2664, -2.0546], [-0.1327, 0.4180, 4.2367], [0.3922, 2.4119, -1.2544], [-1.9496, 0.5736, 2.7302], [-1.3357, 1.6577, 4.7398], [0.7777, 3.5362, -1.3804], [0.2403, -2.2184, -1.6342], [2.4159, 2.3233, -3.2404], [-0.5991, 2.0371, -0.4454], [-1.0781, -0.2709, 1.7825], [0.9534, -1.0691, -2.2536], [1.9582, -1.0602, -3.1981], [-2.0110, -1.3318, 4.1375], [2.3284, -1.9875, -3.6111], [-2.7572, -0.6317, 3.7641], [2.4782, 0.1769, -3.5795], [-0.2125, 2.0030, 3.4003], [0.1440, -4.0847, -1.5270], [0.4944, 0.0782, -1.7490], [-3.4935, -1.1456, 3.1505], [0.6844, -3.4023, -1.9621], [3.2645, 0.2183, -4.3203]],
  "lowdin_charge": [-0.230, 0.070, 0.068, 1.227, -0.006, -0.131, 0.072, -0.539, 0.910, 0.071, 0.148, -0.419, 0.142, -0.189, -0.680, -0.147, 0.057, 0.072, 0.138, -0.237, 0.014, 0.066, 0.168, -0.045, 0.064, 0.206, 0.129],
  "orbital_gap_ev": 8.323,
  "total_charge": 1,
  "multiplicity": 1
}

{
  "formula": "C3H40NO16S",
  "method": "ωB97M-V/def2-TZVPD",
  "elements": ["H", "H", "H", "H", "S", "H", "H", "H", "O", "O", "O", "O", "H", "O", "C", "O", "H", "O", "O", "H", "H", "O", "N", "H", "H", "H", "O", "H", "H", "H", "O", "O", "H", "H", "H", "H", "C", "H", "H", "H", "H", "H", "H", "H", "C", "H", "H", "H", "H", "H", "H", "O", "H", "H", "O", "O", "H", "H", "H", "O", "H"],
  "coordinates": [[0.5341, -1.8359, -0.6868], [-0.1773, 3.4713, 1.4684], [1.0627, -1.2893, 2.2415], [4.2991, -2.2505, 1.1026], [-1.0279, -2.2420, 1.5195], [5.4097, -0.9819, -0.6379], [-1.8591, -1.5902, 0.6824], [2.3478, -2.3369, -1.7126], [-2.2913, 1.7329, 4.6993], [0.3300, 4.0321, 0.8117], [-0.5769, -2.9557, -2.7384], [-3.5924, 2.4544, -1.6984], [1.8770, -0.7018, -2.4707], [-2.7548, 1.5880, 0.7315], [1.1556, -1.3373, 0.0419], [-0.9116, 2.2639, 2.4190], [-1.6555, 4.4492, 0.1026], [-1.6929, -0.4982, -2.7371], [0.8201, 3.2927, -1.7681], [3.5471, -0.8484, 2.5051], [3.3548, -3.4322, 1.5342], [-1.3073, 2.1897, -3.0611], [2.4616, -0.2761, -1.7504], [-2.9400, 0.4226, -0.0359], [-3.5752, 1.6036, 1.2242], [0.5115, 3.5931, -0.8929], [3.5822, 0.0027, 2.0577], [0.0904, -0.1195, 1.4628], [3.9639, -0.2697, 1.2103], [-0.8972, -2.0015, -2.8429], [4.5686, -1.1662, -0.2180], [2.3012, -4.4107, 0.5867], [-2.3315, -0.4925, -3.4618], [3.8881, -0.9372, -0.9071], [-1.5985, 1.9449, 1.7175], [-2.9843, 1.1898, 4.3220], [1.6185, 0.0044, -0.5655], [-2.2767, -0.3636, -1.8741], [-0.1423, 1.6899, 2.4272], [-3.6260, 3.4120, -1.5334], [2.0311, -2.0005, 0.1902], [0.0384, 3.0441, -2.2864], [1.4181, -4.4283, 0.9397], [0.7298, 0.6357, -0.7364], [0.4306, -1.1388, 1.3571], [-1.7608, 2.0392, 3.9362], [1.2443, 3.7984, 1.0031], [-1.1788, -3.4424, -2.1696], [-1.2169, 1.2267, -2.9647], [2.2535, 0.5258, 0.1779], [-2.1595, 2.3700, -2.6014], [-2.5924, 4.2197, 0.1362], [-3.2880, 2.1268, -0.8335], [2.2014, -4.0285, -0.3096], [3.9284, -2.7071, 1.8905], [-3.2510, -0.3890, -0.7150], [-2.6152, 3.2803, 0.4437], [1.1187, -3.1601, -2.1808], [-4.0887, -0.0862, -1.0555], [2.0415, -3.2461, -1.8665], [2.8442, 0.6329, -2.0475]],
  "lowdin_charge": [0.065, 0.021, 0.075, -0.006, 0.716, 0.074, -0.171, 0.000, -0.089, -0.090, -0.092, -0.085, 0.092, -0.294, -0.285, -0.101, 0.018, -0.120, -0.109, 0.005, 0.003, -0.095, -0.012, 0.021, 0.038, -0.030, -0.088, 0.038, -0.024, 0.026, -0.075, -0.062, 0.073, 0.026, 0.029, 0.014, -0.235, 0.035, 0.054, 0.052, 0.077, -0.028, 0.036, 0.113, -0.519, -0.018, 0.058, 0.051, -0.004, 0.106, 0.000, -0.079, -0.019, 0.009, -0.116, -0.147, -0.011, 0.011, 0.041, -0.081, 0.110],
  "orbital_gap_ev": 9.154,
  "total_charge": -1,
  "multiplicity": 1
}

{
  "formula": "C5H6N",
  "method": "ωB97M-V/def2-TZVPD",
  "elements": ["H", "H", "C", "H", "C", "H", "H", "C", "C", "N", "C", "H"],
  "coordinates": [[1.0576, -1.7476, 2.5148], [1.6983, -0.2555, -0.2266], [-0.2192, 0.3135, -0.7337], [0.2798, 0.4155, -2.9175], [-1.1700, 0.2415, 0.2124], [0.7950, 1.8766, -1.8059], [-2.1284, 0.6265, 0.2169], [-0.6303, -0.4885, 1.3528], [0.5009, 0.8104, -1.8536], [0.9844, -0.2163, -0.9335], [0.2637, -1.0394, 2.0622], [-1.4318, -0.5368, 2.1116]],
  "lowdin_charge": [0.160, 0.139, -0.268, 0.158, 0.024, 0.137, 0.099, -0.126, -0.013, 0.133, 0.360, 0.195],
  "orbital_gap_ev": 7.330,
  "total_charge": 1,
  "multiplicity": 1
}

{
  "formula": "C4H10N3",
  "method": "ωB97M-V/def2-TZVPD",
  "elements": ["H", "C", "H", "N", "C", "C", "H", "H", "H", "N", "H", "H", "C", "H", "N", "H", "H"],
  "coordinates": [[-1.7036, 1.0399, -2.5101], [0.3676, -1.6100, 0.1819], [-0.6299, -0.3744, -2.4432], [0.5201, 0.3786, 1.4732], [-1.3315, 0.2388, -1.8727], [0.4442, 1.8951, 0.9187], [0.4909, -2.3582, 0.9691], [-2.1544, -0.4019, -1.5587], [-0.1518, 2.4769, 1.6257], [-0.1780, 1.8246, -0.3098], [1.3493, -1.3726, -0.2514], [1.4536, 2.3056, 0.8436], [-0.6654, 0.7894, -0.7295], [1.5102, 0.0689, 1.4586], [-0.3085, -0.4628, 0.7226], [-0.2674, -2.0351, -0.5911], [0.2001, 0.4154, 2.4480]],
  "lowdin_charge": [0.113, -0.111, 0.108, 0.042, -0.005, -0.071, 0.093, 0.110, 0.141, 0.117, 0.095, 0.139, -0.123, 0.178, -0.095, 0.086, 0.182],
  "orbital_gap_ev": 10.686,
  "total_charge": 1,
  "multiplicity": 1
}

{
  "formula": "C10H12N2O5SZn",
  "method": "ωB97M-V/def2-TZVPD",
  "elements": ["O", "C", "Zn", "C", "H", "C", "H", "O", "N", "H", "S", "C", "C", "H", "C", "H", "H", "O", "H", "O", "N", "H", "O", "H", "C", "C", "H", "C", "H", "H", "C"],
  "coordinates": [[2.3659, 1.9870, -3.4988], [0.2590, -1.6302, 2.3882], [-0.1138, 0.0222, -3.5516], [-1.7248, -1.2186, -3.4917], [-0.5163, -1.8943, 0.4551], [-0.0608, 1.5799, 2.4081], [-0.6049, -2.3568, 4.1688], [-0.1346, 0.0267, -6.6949], [-0.1576, -1.2084, 1.0462], [-0.5888, 0.7558, 2.8571], [-0.3181, 0.0602, -1.2425], [1.1490, 2.0247, 3.1428], [-0.9284, -2.0552, 3.1690], [0.8570, 2.3172, 4.1560], [0.0265, -0.0012, 0.4211], [0.9586, -2.4775, 2.2391], [-1.4375, -2.9046, 2.7239], [-2.0938, 2.5268, -3.4956], [-1.6450, -1.2529, 3.2837], [1.8244, -2.4752, -3.4992], [0.3482, 1.1529, 1.0535], [-0.7834, 2.4203, 2.2971], [-2.6350, -1.9318, -3.4957], [1.8818, 1.2323, 3.2270], [-1.3809, 1.6164, -3.4928], [1.4603, 1.2750, -3.4822], [0.8197, -0.8169, 2.8139], [-0.1333, 0.0265, -5.5386], [0.5668, 1.8839, 0.4345], [1.6236, 2.8837, 2.6807], [1.1160, -1.5678, -3.4821]],
  "lowdin_charge": [0.244, -0.215, -0.161, -0.009, 0.100, -0.209, 0.100, 0.265, 0.036, 0.098, 0.792, -0.076, -0.071, 0.100, -0.649, 0.144, 0.089, 0.237, 0.078, 0.245, 0.031, 0.147, 0.238, 0.078, -0.011, 0.012, 0.100, 0.060, 0.109, 0.088, 0.011],
  "orbital_gap_ev": 7.704,
  "total_charge": 2,
  "multiplicity": 1
}

| no. | energy (eV) |
| --- | --- |
| 1 | -35298.11488 |
| 2 | -48850.89469 |
| 3 | -6758.86671 |
| 4 | -8771.23098 |
| 5 | -83016.54814 |